A 8-piece molecular cluster, C4H23NO7 overall at a distorted geometry, computed with ωB97M-V/def2-TZVPD.

Bonds (Å) are listed after each position.
CARTESIAN COORDINATES (ANGSTROEM)
1 C 0.772 1.412 1.198  N2 1.478, C5 1.526, H6 1.108, H7 1.095
2 N -0.208 1.390 2.304  C1 1.478, C3 1.503, H8 1.001
3 C 0.030 0.097 3.031  N2 1.503, C4 1.525, H9 1.103, H10 1.087
4 C 1.144 -0.675 2.333  C3 1.525, C5 1.521, H11 1.093, H12 1.095
5 C 1.039 -0.069 0.942  C1 1.526, C4 1.521, H13 1.096, H14 1.088
6 H 1.688 1.877 1.611  C1 1.108
7 H 0.490 2.111 0.404  C1 1.095
8 H -0.112 2.151 2.946  N2 1.001
9 H -0.907 -0.467 2.882  C3 1.103
10 H 0.138 0.257 4.100  C3 1.087
11 H 2.143 -0.527 2.749  C4 1.093
12 H 0.935 -1.750 2.324  C4 1.095
13 H 0.133 -0.485 0.486  C5 1.096
14 H 1.844 -0.267 0.238  C5 1.088
15 H 2.147 1.403 -0.675  O17 0.951
16 H 3.650 0.870 -1.020  O17 0.952
17 O 3.085 1.557 -0.682  H15 0.951, H16 0.952
18 H 0.547 0.738 -2.541  O20 0.962
19 H 1.250 2.145 -2.672  O20 0.961
20 O 0.636 1.616 -2.156  H18 0.962, H19 0.961
21 H 0.548 -1.563 -2.382  O23 0.970
22 H -0.584 -1.865 -3.270  O23 0.966
23 O 0.248 -1.373 -3.284  H21 0.970, H22 0.966
24 H -2.175 2.584 -2.463  O26 0.957
25 H -0.960 2.286 -1.467  O26 0.967
26 O -1.920 2.306 -1.584  H24 0.957, H25 0.967
27 H -3.006 0.873 -0.682  O29 0.975
28 H -2.238 0.388 0.451  O29 0.970
29 O -2.726 0.019 -0.302  H27 0.975, H28 0.970
30 H 0.151 -4.118 0.346  O32 0.955
31 H -0.553 -2.963 -0.318  O32 0.971
32 O 0.273 -3.195 0.136  H30 0.955, H31 0.971
33 H -2.838 -2.628 -1.551  O35 0.967
34 H -2.354 -1.571 -0.689  O35 0.994
35 O -2.314 -2.563 -0.740  H33 0.967, H34 0.994

Computed properties:
ΔE to the lowest compared entry with this formula, charge and spin: 1.020 eV
SMILES string: C1CCNC1.O.O.O.O.O.O.O
Maximum force: 2.227 eV/Å
Highest occupied orbital energy: -8.53 eV
Total energy: -20343.720 eV

A 13-piece molecular cluster, C4H24BO20 overall at a distorted geometry, computed with ωB97M-V/def2-TZVPD.

Bonds (Å) are listed after each position.
CARTESIAN COORDINATES (ANGSTROEM)
1 O 3.052 0.736 -0.478  C2 1.168
2 C 2.071 0.722 0.155  O1 1.168, O3 1.377, C6 1.518
3 O 1.624 1.531 1.176  C2 1.377, B4 1.471
4 B 0.273 1.092 1.556  O3 1.471, O5 1.449, O8 1.512, O12 1.421
5 O -0.095 -0.048 0.740  B4 1.449, C6 1.342
6 C 0.975 -0.313 -0.026  C2 1.518, O5 1.342, O7 1.209
7 O 1.053 -1.257 -0.777  C6 1.209
8 O -0.842 2.098 1.386  B4 1.512, C9 1.321
9 C -1.254 2.564 2.551  O8 1.321, O10 1.196, C11 1.537
10 O -2.196 3.279 2.731  C9 1.196
11 C -0.401 1.786 3.566  C9 1.537, O12 1.303, O13 1.215
12 O 0.279 0.856 2.957  B4 1.421, C11 1.303
13 O -0.362 1.975 4.765  C11 1.215
14 O 2.884 1.906 5.458  H15 0.982, H16 0.979
15 H 2.248 2.444 5.979  O14 0.982
16 H 2.426 1.081 5.194  O14 0.979
17 O 0.869 -2.616 -3.226  H18 0.923, H19 1.001
18 H 0.914 -2.107 -3.996  O17 0.923
19 H 1.120 -2.025 -2.459  O17 1.001
20 O -2.010 -1.874 -1.540  H21 0.989, H22 1.004
21 H -1.042 -1.902 -1.341  O20 0.989
22 H -2.172 -2.814 -1.856  O20 1.004
23 O -4.163 1.080 4.793  H24 0.959, H25 0.955
24 H -4.117 1.796 4.157  O23 0.959
25 H -3.277 1.024 5.146  O23 0.955
26 O 2.434 -0.484 4.388  H27 0.933, H28 0.966
27 H 3.209 -0.403 3.875  O26 0.933
28 H 1.810 -0.139 3.737  O26 0.966
29 O -1.843 -0.747 -4.163  H30 0.956, H31 0.956
30 H -1.763 -1.025 -3.252  O29 0.956
31 H -2.112 0.170 -4.120  O29 0.956
32 O -2.370 2.239 -3.168  H33 0.996, H34 0.959
33 H -2.440 3.232 -3.181  O32 0.996
34 H -2.587 1.992 -2.267  O32 0.959
35 O 0.772 -0.201 -4.800  H36 0.963, H37 0.943
36 H -0.088 -0.330 -4.386  O35 0.963
37 H 1.094 0.593 -4.405  O35 0.943
38 O -2.336 -4.235 -2.967  H39 0.972, H40 0.974
39 H -1.385 -4.434 -2.982  O38 0.972
40 H -2.495 -3.651 -3.731  O38 0.974
41 O -2.943 1.142 -0.554  H42 0.950, H43 0.963
42 H -2.397 0.365 -0.527  O41 0.950
43 H -2.559 1.785 0.051  O41 0.963
44 O 4.119 1.634 2.921  H45 0.970, H46 0.992
45 H 3.611 1.578 2.098  O44 0.970
46 H 3.506 1.976 3.623  O44 0.992
47 O 3.086 -4.344 -4.475  H48 0.957, H49 0.975
48 H 2.859 -4.304 -3.547  O47 0.957
49 H 2.960 -3.426 -4.780  O47 0.975

Computed properties:
Charge: -1
ΔE to the lowest compared entry with this formula, charge and spin: 0.000 eV
Maximum force: 3.463 eV/Å
Highest occupied orbital energy: -8.52 eV
Total energy: -46174.127 eV

A 6-piece molecular cluster, C4H24N2O5 overall at a distorted geometry, computed with ωB97M-V/def2-TZVPD.

Bonds (Å) are listed after each position.
CARTESIAN COORDINATES (ANGSTROEM)
1 C -1.299 -0.092 1.071  C2 1.518, H7 1.093, H8 1.086, H9 1.086
2 C -0.152 0.061 0.088  C1 1.518, C3 1.538, N6 1.489, H10 1.084
3 C 0.815 1.171 0.533  C2 1.538, C4 1.526, H11 1.088, H12 1.094
4 C 1.652 0.790 1.750  C3 1.526, N5 1.488, H13 1.092, H14 1.079
5 N 2.629 -0.308 1.520  C4 1.488, H15 1.027, H16 1.021, H17 1.033
6 N -0.638 0.373 -1.284  C2 1.489, H18 1.018, H19 1.021, H20 1.022
7 H -2.083 0.625 0.817  C1 1.093
8 H -1.755 -1.074 0.980  C1 1.086
9 H -1.014 0.016 2.114  C1 1.086
10 H 0.428 -0.854 0.051  C2 1.084
11 H 0.253 2.078 0.748  C3 1.088
12 H 1.504 1.412 -0.281  C3 1.094
13 H 2.185 1.727 1.926  C4 1.092
14 H 1.132 0.624 2.682  C4 1.079
15 H 2.761 -0.433 0.509  N5 1.027
16 H 3.541 -0.078 1.917  N5 1.021
17 H 2.393 -1.250 1.873  N5 1.033
18 H -1.078 -0.384 -1.805  N6 1.018
19 H 0.084 0.801 -1.866  N6 1.021
20 H -1.394 1.057 -1.209  N6 1.022
21 H -3.024 0.980 -3.789  O23 0.960
22 H -2.036 -0.267 -4.014  O23 0.961
23 O -2.402 0.366 -3.391  H21 0.960, H22 0.961
24 H -3.086 -2.815 -1.082  O26 0.964
25 H -3.450 -2.425 0.340  O26 0.965
26 O -2.696 -2.503 -0.257  H24 0.964, H25 0.965
27 H 0.033 -2.066 2.958  O29 0.961
28 H 1.101 -1.920 4.119  O29 0.963
29 O 0.846 -1.634 3.235  H27 0.961, H28 0.963
30 H 2.207 -1.505 -2.564  O32 0.969
31 H 1.561 -2.382 -1.560  O32 0.972
32 O 1.570 -1.449 -1.835  H30 0.969, H31 0.972
33 H -0.767 3.934 -0.957  O35 0.970
34 H 0.351 4.068 -1.874  O35 0.977
35 O -0.173 3.355 -1.461  H33 0.970, H34 0.977

Computed properties:
Charge: +2
Maximum force: 1.835 eV/Å
Highest occupied orbital energy: -17.35 eV
Total energy: -17740.918 eV

A 8-piece molecular cluster, C4H24N2O9 overall at a distorted geometry, computed with ωB97M-V/def2-TZVPD.

Bonds (Å) are listed after each position.
CARTESIAN COORDINATES (ANGSTROEM)
1 O -2.701 1.021 0.534  C2 1.241
2 C -1.769 1.355 1.283  O1 1.241, N3 1.329, C4 1.547
3 N -1.817 1.861 2.511  C2 1.329, H9 0.999, H10 1.023
4 C -0.333 0.974 0.853  C2 1.547, C5 1.563, N6 1.444, H11 1.152
5 C -0.232 -0.415 0.143  C4 1.563, H12 1.110, H13 1.091, H14 1.053
6 N 0.340 1.832 -0.093  C4 1.444, C7 1.398, H15 0.997
7 C 1.679 2.179 0.115  N6 1.398, O8 1.437, H16 1.121, H17 1.096
8 O 2.633 1.117 0.280  C7 1.437, H18 0.962
9 H -1.137 1.624 3.204  N3 0.999
10 H -2.734 2.203 2.808  N3 1.023
11 H 0.276 0.733 1.800  C4 1.152
12 H 0.404 -1.193 0.616  C5 1.110
13 H -1.054 -1.121 0.265  C5 1.091
14 H 0.047 -0.540 -0.865  C5 1.053
15 H 0.081 1.858 -1.056  N6 0.997
16 H 2.043 2.729 -0.792  C7 1.121
17 H 1.859 2.763 1.025  C7 1.096
18 H 2.938 0.660 -0.510  O8 0.962
19 H -1.488 -0.704 -4.114  O21 0.974
20 H -1.005 -0.350 -2.829  O21 0.997
21 O -1.050 -1.177 -3.383  H19 0.974, H20 0.997
22 H 0.482 -0.670 3.731  O24 0.970
23 H 0.452 -1.598 2.646  O24 0.964
24 O -0.164 -1.253 3.301  H22 0.970, H23 0.964
25 H -2.774 -0.616 -0.907  O27 0.965
26 H -2.815 -1.143 -2.286  O27 0.975
27 O -3.422 -0.857 -1.579  H25 0.965, H26 0.975
28 H 2.887 0.072 1.970  O30 0.975
29 H 3.535 0.012 3.360  O30 0.961
30 O 2.728 -0.214 2.889  H28 0.975, H29 0.961
31 H -2.793 0.706 -2.615  O33 0.982
32 H -2.465 1.546 -1.360  O33 0.979
33 O -2.061 1.194 -2.179  H31 0.982, H32 0.979
34 H 1.443 -1.118 -4.535  O36 0.971
35 H 1.503 -1.369 -3.106  O36 0.967
36 O 2.067 -1.000 -3.800  H34 0.971, H35 0.967
37 H 2.239 -3.657 0.615  O39 0.962
38 H 0.659 -3.740 0.809  O39 0.967
39 O 1.519 -3.702 1.250  H37 0.962, H38 0.967

Computed properties:
ΔE to the lowest compared entry with this formula, charge and spin: 3.048 eV
SMILES string: C[C@@H](NCO)C(N)=O.O.O.O.O.O.O.O
Maximum force: 3.785 eV/Å
Highest occupied orbital energy: -9.28 eV
Total energy: -25944.359 eV

A 9-piece molecular cluster, C4H26N2O10 overall at a distorted geometry, computed with ωB97M-V/def2-TZVPD.

Bonds (Å) are listed after each position.
CARTESIAN COORDINATES (ANGSTROEM)
1 C 1.839 -0.904 2.442  C2 1.481, H9 1.195, H10 1.071, H11 1.063
2 C 0.549 -0.653 1.759  C1 1.481, C3 1.611, N5 1.480, H12 1.183
3 C 0.217 -1.947 0.860  C2 1.611, O4 1.449, H13 1.096, H14 1.110
4 O 0.967 -1.949 -0.380  C3 1.449, H15 0.976
5 N 0.529 0.593 0.960  C2 1.480, C6 1.387, H16 1.072
6 C -0.715 1.188 0.806  N5 1.387, N7 1.367, O8 1.232
7 N -0.886 2.337 0.086  C6 1.367, H17 1.003, H18 0.946
8 O -1.636 0.777 1.514  C6 1.232
9 H 1.934 -1.723 3.308  C1 1.195
10 H 2.459 -1.286 1.656  C1 1.071
11 H 2.194 -0.076 3.004  C1 1.063
12 H -0.393 -0.774 2.465  C2 1.183
13 H 0.382 -2.847 1.464  C3 1.096
14 H -0.857 -1.867 0.589  C3 1.110
15 H 0.946 -1.003 -0.622  O4 0.976
16 H 1.365 0.724 0.301  N5 1.072
17 H -1.827 2.659 -0.043  N7 1.003
18 H -0.327 2.648 -0.611  N7 0.946
19 H -0.050 0.943 -2.929  O21 0.970
20 H 1.348 0.862 -2.322  O21 0.996
21 O 0.392 0.684 -2.105  H19 0.970, H20 0.996
22 H 2.431 -1.559 -1.671  O24 1.007
23 H 3.561 -1.700 -0.602  O24 0.999
24 O 3.376 -1.268 -1.483  H22 1.007, H23 0.999
25 H -3.824 -1.295 -0.503  O27 0.956
26 H -2.951 -1.278 -1.804  O27 0.979
27 O -3.791 -0.976 -1.403  H25 0.956, H26 0.979
28 H -0.522 -1.618 -1.969  O30 0.934
29 H -1.295 -2.777 -2.607  O30 0.935
30 O -1.368 -1.938 -2.200  H28 0.934, H29 0.935
31 H -3.076 -0.879 2.930  O33 0.902
32 H -2.195 -0.917 1.959  O33 0.936
33 O -2.791 -1.517 2.358  H31 0.902, H32 0.936
34 H 1.949 2.105 1.957  O36 1.012
35 H 3.039 3.149 1.554  O36 0.962
36 O 2.940 2.306 2.006  H34 1.012, H35 0.962
37 H -2.704 0.776 -1.506  O39 1.008
38 H -3.863 1.722 -1.769  O39 0.914
39 O -2.949 1.721 -1.755  H37 1.008, H38 0.914
40 H 3.414 0.769 -1.730  O42 0.982
41 H 3.332 2.123 -0.911  O42 0.996
42 O 3.196 1.724 -1.814  H40 0.982, H41 0.996

Computed properties:
Charge: +1
Spin multiplicity: 2
ΔE to the lowest compared entry with this formula, charge and spin: 2.592 eV
Maximum force: 4.541 eV/Å
Highest occupied orbital energy (alpha / beta): -13.90 / -13.89 eV
Total energy: -28015.557 eV

A 8-piece molecular cluster, C4H26N2O7S overall at a distorted geometry, computed with ωB97M-V/def2-TZVPD.

Bonds (Å) are listed after each position.
CARTESIAN COORDINATES (ANGSTROEM)
1 C 0.271 -1.327 -0.293  N2 1.409, H8 1.092, H9 1.081, H10 1.099
2 N 0.148 -0.098 -0.971  C1 1.409, C3 1.418, H11 1.029
3 C -0.775 0.804 -0.383  N2 1.418, C4 1.610, C6 1.574, H12 1.085
4 C -0.163 1.242 1.040  C3 1.610, S5 1.801, H13 1.076, H14 1.078
5 S -0.058 3.038 1.143  C4 1.801, H15 1.342
6 C -2.251 0.282 -0.218  C3 1.574, N7 1.435, H16 1.092, H17 1.090
7 N -2.830 -0.656 -1.137  C6 1.435, H18 1.014, H19 0.992
8 H -0.639 -1.891 -0.078  C1 1.092
9 H 0.858 -1.401 0.612  C1 1.081
10 H 0.758 -2.127 -0.867  C1 1.099
11 H 0.315 -0.083 -1.986  N2 1.029
12 H -0.839 1.736 -0.935  C3 1.085
13 H 0.803 0.772 0.988  C4 1.076
14 H -0.705 0.790 1.855  C4 1.078
15 H -0.647 3.136 2.345  S5 1.342
16 H -2.518 -0.057 0.785  C6 1.092
17 H -2.853 1.188 -0.276  C6 1.090
18 H -2.490 -1.603 -1.006  N7 1.014
19 H -2.636 -0.448 -2.087  N7 0.992
20 H 0.699 2.870 -1.555  O22 0.964
21 H 1.721 3.017 -2.615  O22 0.970
22 O 1.003 2.421 -2.352  H20 0.964, H21 0.970
23 H -0.917 -0.368 -4.345  O25 0.966
24 H -0.489 0.874 -3.595  O25 0.968
25 O -0.140 0.039 -3.939  H23 0.966, H24 0.968
26 H -1.741 -3.532 1.371  O28 0.966
27 H -0.244 -3.259 1.418  O28 0.961
28 O -1.046 -3.179 1.942  H26 0.966, H27 0.961
29 H -1.888 -1.106 2.743  O31 0.961
30 H -1.372 -0.398 4.072  O31 0.958
31 O -2.057 -0.426 3.402  H29 0.961, H30 0.958
32 H 2.633 -0.385 3.579  O34 0.961
33 H 1.300 0.446 3.720  O34 0.959
34 O 1.716 -0.310 3.301  H32 0.961, H33 0.959
35 H 2.309 0.057 0.972  O37 0.958
36 H 2.556 1.288 -0.046  O37 0.959
37 O 2.801 0.401 0.226  H35 0.958, H36 0.959
38 H 3.251 0.145 -2.425  O40 0.968
39 H 2.781 -1.084 -1.850  O40 0.962
40 O 3.374 -0.806 -2.555  H38 0.968, H39 0.962

Computed properties:
Charge: +1
Spin multiplicity: 2
Maximum force: 3.328 eV/Å
Highest occupied orbital energy (alpha / beta): -13.17 / -13.22 eV
Total energy: -32708.529 eV